C46H53BN4O4Pt as an isolated structure. Source: the OMol25 dataset; level of theory: the ωB97M-V functional and the def2-TZVPD basis.

Calculated values
- charge = -2
- E_LUMO (eV) = 4.439
- Kohn-Sham gap (eV) = 5.64

Atoms and positions in Å:
Pt (-0.13630, -0.06127, -0.17187)
C (2.89498, -4.98873, -0.22554)
C (1.63504, -4.25247, -0.69109)
C (0.52466, -5.26534, -0.97531)
C (1.91505, -3.37349, -1.89754)
C (2.14539, -4.00169, -3.11586)
C (2.38429, -3.28476, -4.27437)
C (2.41941, -1.90489, -4.20764)
C (2.22128, -1.23368, -3.00665)
C (2.38451, 0.26933, -2.99214)
C (3.80089, 0.68180, -3.39541)
C (1.32485, 0.96722, -3.84217)
C (1.93761, -1.96040, -1.83450)
N (1.63228, -1.28909, -0.61600)
C (2.56754, -1.40335, 0.34531)
O (3.70152, -1.89413, 0.21962)
C (2.19867, -0.86085, 1.72037)
C (3.10740, -0.61694, 2.74140)
C (2.63878, 0.05931, 3.86579)
C (1.32716, 0.52903, 3.93298)
C (0.49035, 0.24402, 2.86064)
N (0.93708, -0.50349, 1.86843)
C (-0.85226, 0.93756, 2.64080)
O (-1.47246, 1.32466, 3.64001)
N (-1.16251, 1.19807, 1.34846)
C (-1.94018, 2.35054, 1.09783)
C (-1.68868, 3.58071, 1.76172)
C (-2.52745, 4.66511, 1.52557)
C (-3.55461, 4.61337, 0.60345)
C (-3.72433, 3.45004, -0.12608)
C (-2.94183, 2.32606, 0.09968)
C (-3.16126, 1.07735, -0.71305)
C (-3.80295, 1.30892, -2.07561)
C (-3.94845, 0.04800, 0.09563)
C (-0.50159, 3.84328, 2.68062)
C (-0.92813, 4.08881, 4.13027)
C (0.32352, 5.03734, 2.18625)
H (2.67528, -5.58615, 0.66514)
H (3.69211, -4.28715, 0.00604)
H (3.23678, -5.67426, -1.00867)
H (1.28226, -3.60215, 0.11204)
H (0.85895, -6.03502, -1.67723)
H (-0.35670, -4.77958, -1.38814)
H (0.23180, -5.77196, -0.05093)
H (2.12397, -5.08494, -3.15852)
H (2.54581, -3.79727, -5.21665)
H (2.62516, -1.32574, -5.10207)
H (2.24070, 0.57590, -1.95995)
H (4.01151, 0.42200, -4.43747)
H (4.53946, 0.18156, -2.76643)
H (3.92707, 1.76230, -3.28365)
H (1.34909, 0.61152, -4.87660)
H (1.48347, 2.04809, -3.84410)
H (0.33112, 0.77920, -3.43075)
H (4.13812, -0.92186, 2.62368)
H (3.32035, 0.26879, 4.68339)
H (0.96180, 1.12543, 4.75877)
H (-2.34537, 5.58736, 2.06698)
H (-4.19469, 5.47285, 0.43688)
H (-4.49261, 3.40628, -0.88884)
H (-2.14232, 0.67272, -0.89313)
H (-4.85593, 1.59958, -1.99388)
H (-3.76453, 0.37883, -2.64736)
H (-3.27725, 2.08061, -2.64256)
H (-4.95546, 0.42797, 0.30377)
H (-3.44767, -0.14436, 1.04499)
H (-4.02740, -0.90076, -0.43888)
H (0.15962, 2.97659, 2.65365)
H (-1.57563, 4.96934, 4.18623)
H (-0.05111, 4.28288, 4.75614)
H (-1.46261, 3.22846, 4.52533)
H (-0.21806, 5.97725, 2.32227)
H (0.57128, 4.94894, 1.13030)
H (1.25864, 5.10812, 2.74879)
C (-3.04375, -4.29528, 2.91003)
N (-2.13200, -3.18013, 2.86764)
C (-2.84799, -1.93230, 3.04712)
C (-1.19273, -3.15702, 1.74092)
C (-1.73279, -2.98917, 0.32923)
C (-2.50900, -4.03228, -0.19246)
C (-3.03323, -3.98930, -1.47220)
C (-2.72391, -2.89212, -2.26812)
C (-1.93144, -1.87864, -1.75366)
C (-1.41682, -1.84968, -0.43748)
H (-3.56303, -4.29000, 3.87409)
H (-2.49464, -5.23809, 2.82450)
H (-3.81199, -4.27624, 2.11929)
H (-3.30497, -1.91333, 4.04203)
H (-3.65050, -1.78864, 2.30387)
H (-2.16728, -1.08671, 2.97791)
H (-0.61646, -4.09128, 1.79832)
H (-0.50157, -2.33812, 1.92412)
H (-2.67689, -4.91954, 0.41004)
H (-3.62716, -4.81281, -1.85477)
H (-3.08628, -2.83071, -3.29050)
H (-1.70269, -1.04150, -2.41191)
O (0.65751, 2.74029, -1.25005)
B (0.93709, 1.63119, -0.39197)
O (2.21181, 1.92186, 0.22493)
C (2.66605, 3.07485, -0.31036)
C (3.84532, 3.74285, -0.06408)
C (4.05918, 4.93960, -0.75326)
C (3.12340, 5.43268, -1.65238)
C (1.92878, 4.74912, -1.90011)
C (1.72616, 3.57311, -1.21270)
H (4.56753, 3.34825, 0.63886)
H (4.97575, 5.49219, -0.58269)
H (3.32010, 6.36447, -2.16947)
H (1.18216, 5.12511, -2.58730)

***

C46H54CuN8O4P as an isolated structure in a non-equilibrium geometry. Source: the OMol25 dataset; level of theory: the ωB97M-V functional and the def2-TZVPD basis.

Calculated values
- multiplicity = 2
- charge = -1
- E_LUMO (alpha / beta) (eV) = 1.408 / 1.313
- expectation value of S² = 0.75
- Kohn-Sham gap (alpha / beta) (eV) = 6.49 / 6.39

Atoms and positions in Å:
Cu (-6.83326, -16.94898, -14.30794)
O (-9.50998, -23.31401, -14.61108)
C (-9.97042, -22.28671, -14.02358)
O (-11.09572, -22.24220, -13.44081)
C (-9.22175, -21.03465, -14.10245)
C (-8.00542, -20.94434, -14.77870)
C (-7.32629, -19.72617, -14.81539)
N (-7.70653, -18.68025, -14.08107)
C (-8.91129, -18.74091, -13.42965)
C (-9.67239, -19.86148, -13.37547)
C (-9.30461, -17.39936, -12.95171)
C (-10.48077, -17.22246, -12.21629)
C (-10.86343, -15.94876, -11.79267)
C (-9.98459, -14.92562, -12.14581)
C (-8.79765, -15.18826, -12.74444)
N (-8.46223, -16.41521, -13.12053)
C (-6.23759, -19.48586, -15.77671)
C (-5.69179, -20.50702, -16.58747)
C (-4.90449, -20.14639, -17.68250)
C (-4.54882, -18.80600, -17.86987)
C (-5.11504, -17.91618, -16.92055)
N (-5.95024, -18.19057, -15.97159)
H (-7.62143, -21.73982, -15.40836)
H (-10.57171, -19.78612, -12.70923)
H (-11.04629, -18.14592, -12.07788)
H (-11.84769, -15.89155, -11.29903)
H (-10.23554, -13.88005, -11.81399)
H (-8.11288, -14.36409, -13.00218)
H (-5.92492, -21.53819, -16.38438)
H (-4.57843, -20.92745, -18.40320)
H (-3.70581, -18.48135, -18.45886)
H (-4.79001, -16.85875, -16.87972)
C (-16.18698, -13.94168, -16.04826)
C (-14.96200, -13.33579, -16.69996)
C (-14.95444, -11.99115, -17.00300)
C (-13.79391, -11.32007, -17.48434)
C (-12.56046, -11.98387, -17.30403)
C (-12.50860, -13.31818, -16.94331)
N (-11.30273, -13.96885, -16.97563)
C (-10.91717, -15.10536, -17.69874)
C (-11.77157, -15.52674, -18.78093)
C (-11.37179, -16.66633, -19.47501)
C (-10.20244, -17.34723, -19.13310)
C (-9.38456, -16.91050, -18.10724)
C (-9.74732, -15.77138, -17.35307)
C (-8.81223, -15.36103, -16.21202)
O (-9.06822, -14.26400, -15.60105)
O (-7.82900, -16.18848, -15.97476)
C (-13.73196, -14.00957, -16.62042)
C (-13.60045, -15.35357, -15.94600)
H (-17.08725, -13.31576, -16.20498)
H (-16.11257, -13.99270, -14.93096)
H (-16.42600, -14.91758, -16.47225)
H (-15.89505, -11.47016, -17.00048)
H (-13.85132, -10.27783, -17.76289)
H (-11.66093, -11.36320, -17.51873)
H (-10.43880, -13.74690, -16.36725)
H (-12.58805, -14.83874, -19.07467)
H (-12.02335, -17.07287, -20.25477)
H (-9.98206, -18.26474, -19.60964)
H (-8.50539, -17.40610, -17.78369)
H (-12.85572, -16.00935, -16.34093)
H (-14.51674, -15.98702, -15.74530)
H (-13.22634, -15.11926, -14.93750)
N (-5.34138, -15.90880, -13.68255)
P (-4.17280, -15.09046, -13.18745)
N (-3.99899, -13.46788, -13.63955)
C (-3.63908, -12.38896, -12.70497)
C (-2.98255, -11.15759, -13.38230)
C (-3.77270, -10.59965, -14.64246)
C (-4.78790, -11.61901, -15.19381)
C (-4.34444, -13.10020, -15.05562)
N (-2.62933, -15.65172, -13.66105)
C (-2.59998, -17.05728, -14.05946)
C (-1.33834, -17.75575, -13.49496)
C (-0.12343, -16.97672, -12.93841)
C (-0.27384, -15.42662, -12.84905)
C (-1.41369, -14.89104, -13.72888)
N (-3.89585, -14.89046, -11.49603)
C (-3.16436, -15.95256, -10.80041)
C (-2.73144, -15.66333, -9.34508)
C (-3.84043, -14.90745, -8.50625)
C (-4.64269, -13.88956, -9.36085)
C (-5.06881, -14.46471, -10.67938)
H (-2.90881, -12.79409, -12.00648)
H (-4.55926, -12.05086, -12.20571)
H (-1.96499, -11.41057, -13.69295)
H (-2.92299, -10.47386, -12.55427)
H (-2.96227, -10.33494, -15.39133)
H (-4.32057, -9.69466, -14.38114)
H (-5.02437, -11.40530, -16.25059)
H (-5.67220, -11.43363, -14.55773)
H (-3.41599, -13.32674, -15.68102)
H (-5.17840, -13.70146, -15.44521)
H (-2.57027, -17.15449, -15.17366)
H (-3.48870, -17.61914, -13.78851)
H (-0.88760, -18.50254, -14.22057)
H (-1.64387, -18.41713, -12.65629)
H (0.67907, -17.15227, -13.63071)
H (0.20790, -17.47188, -11.98413)
H (0.64994, -14.84207, -13.14933)
H (-0.47773, -15.15947, -11.80494)
H (-1.11305, -14.88023, -14.79013)
H (-1.63394, -13.85621, -13.44703)
H (-2.27234, -16.27637, -11.37578)
H (-3.72094, -16.88434, -10.72730)
H (-1.91604, -14.96976, -9.39547)
H (-2.45539, -16.62978, -8.89840)
H (-3.37112, -14.45204, -7.65699)
H (-4.47246, -15.67083, -8.07062)
H (-4.09480, -12.92315, -9.57015)
H (-5.48503, -13.64844, -8.72477)
H (-5.64653, -13.75262, -11.31169)
H (-5.68707, -15.39756, -10.48278)

***

- charge of number 2 (C46H54CuN8O4P)?
  -1

***

- Among the records above, which one has the highest charge?
  C46H54CuN8O4P

***

- Which of these has the highest charge?
  C46H54CuN8O4P